{
  "formula": "C30H69O11P",
  "method": "wB97M-V/def2-TZVPD",
  "elements": ["C", "C", "C", "C", "C", "C", "C", "C", "C", "C", "C", "C", "C", "C", "O", "O", "O", "C", "O", "P", "O", "O", "H", "H", "H", "H", "H", "H", "H", "H", "H", "H", "H", "H", "H", "H", "H", "H", "H", "H", "H", "H", "H", "H", "H", "H", "H", "H", "H", "H", "H", "C", "C", "C", "O", "H", "H", "H", "H", "H", "H", "H", "H", "C", "C", "C", "O", "H", "H", "H", "H", "H", "H", "H", "H", "C", "C", "C", "O", "H", "H", "H", "H", "H", "H", "H", "H", "C", "C", "C", "O", "H", "H", "H", "H", "H", "H", "H", "H", "C", "C", "C", "O", "H", "H", "H", "H", "H", "H", "H", "H"],
  "positions_angstrom": [[4.89213, -0.65763, 2.11462], [3.46708, -0.04832, 2.16626], [3.41569, 1.46927, 1.87868], [2.17554, 1.91026, 1.06671], [1.30136, 2.93748, 1.80840], [0.40185, 3.72773, 0.85597], [-0.60201, 2.86925, 0.08994], [-1.64733, 2.22618, 1.02965], [-3.10609, 2.40687, 0.58391], [-3.77157, 1.22810, -0.17209], [-4.94135, 0.60266, 0.61454], [-4.54873, -0.43698, 1.67507], [-4.25322, 0.16206, 3.08140], [-4.89280, -0.71548, 4.13489], [-4.36180, -1.67659, 4.62718], [-6.17415, -0.40570, 4.46868], [-2.85494, 0.17030, -0.46448], [-2.03647, 0.28130, -1.51870], [-2.13340, 1.06733, -2.42984], [-0.67907, -0.99927, -1.31474], [-1.53322, -2.36484, -1.72246], [0.20089, -0.72466, -2.64755], [4.92220, -1.41263, 1.32870], [5.12002, -1.15989, 3.05445], [5.64276, 0.10771, 1.92631], [2.83298, -0.56430, 1.44522], [3.06060, -0.22114, 3.16359], [4.30905, 1.77037, 1.33027], [3.39692, 1.99480, 2.83530], [1.55541, 1.03355, 0.86146], [2.46641, 2.33181, 0.10674], [0.68095, 2.40590, 2.53715], [1.94377, 3.62132, 2.36550], [-0.11723, 4.53948, 1.37654], [1.06694, 4.22141, 0.13494], [-0.06708, 2.10198, -0.47808], [-1.10120, 3.49288, -0.65623], [-1.41383, 1.17568, 1.20815], [-1.55109, 2.74006, 1.98833], [-3.70462, 2.60450, 1.47367], [-3.18364, 3.30210, -0.03428], [-4.19757, 1.62350, -1.09475], [-5.62608, 0.13647, -0.09902], [-5.50238, 1.40889, 1.08968], [-3.70649, -1.04713, 1.36918], [-5.38896, -1.12810, 1.77848], [-3.18605, 0.12906, 3.28777], [-4.63906, 1.17887, 3.15846], [-6.41287, 0.42937, 4.05298], [-2.40062, -2.27306, -1.29796], [1.00626, -1.24521, -2.53289], [5.62902, -5.52587, 0.20423], [5.52551, -4.54844, 1.36524], [6.09116, -5.13721, 2.64839], [4.17187, -4.14092, 1.55691], [5.05415, -6.43098, 0.41899], [5.22303, -5.08346, -0.70547], [6.66459, -5.81456, 0.01962], [6.06617, -3.63345, 1.11867], [5.52965, -6.03098, 2.93439], [6.01160, -4.41947, 3.46483], [7.13912, -5.41540, 2.52930], [3.65609, -4.92302, 1.77799], [0.30656, -3.31540, -4.86069], [-0.64494, -4.48940, -4.69117], [-2.00879, -4.19280, -5.29608], [-0.77018, -4.82056, -3.30918], [-0.10061, -2.44542, -4.34526], [1.27547, -3.54943, -4.41645], [0.45827, -3.05775, -5.90994], [-0.22386, -5.37761, -5.16503], [-2.46168, -3.33098, -4.79841], [-2.67762, -5.04342, -5.16386], [-1.93176, -3.97170, -6.36177], [-1.13423, -4.05431, -2.84733], [-1.39433, 8.38389, 1.41035], [-1.96334, 7.02691, 1.02743], [-3.12878, 7.15590, 0.05862], [-2.36291, 6.30422, 2.19292], [-2.15703, 8.98702, 1.91084], [-0.55936, 8.26587, 2.10078], [-1.04650, 8.93037, 0.53296], [-1.17919, 6.42176, 0.57009], [-3.94345, 7.72206, 0.51880], [-3.51694, 6.17139, -0.20457], [-2.83001, 7.66813, -0.85669], [-3.05674, 6.81030, 2.62773], [-3.07040, -5.64855, -0.01466], [-2.76429, -4.58959, 1.03317], [-2.15067, -5.19381, 2.28562], [-3.94551, -3.85279, 1.35889], [-3.79435, -6.36857, 0.37703], [-3.50586, -5.19429, -0.90540], [-2.17023, -6.18901, -0.30869], [-2.07530, -3.85401, 0.61369], [-2.84702, -5.90086, 2.74468], [-1.93779, -4.41667, 3.01948], [-1.22433, -5.72193, 2.05584], [-4.58196, -4.46595, 1.74012], [4.37581, 4.04361, -3.94230], [4.45479, 2.85910, -2.99150], [4.24515, 1.54260, -3.71896], [3.50483, 3.00128, -1.93599], [3.38758, 4.08876, -4.40826], [4.53199, 4.97767, -3.40266], [5.12358, 3.96840, -4.73275], [5.42870, 2.85119, -2.50024], [3.25274, 1.51590, -4.17668], [4.31392, 0.70892, -3.01950], [4.98885, 1.39730, -4.50351], [2.62580, 3.01853, -2.33027]],
  "lowdin_charge": [-0.101, -0.239, -0.195, -0.200, -0.204, -0.216, -0.197, -0.172, -0.107, -0.279, -0.125, -0.151, -0.090, -0.529, 0.114, 0.105, -0.073, -0.584, 0.094, 0.918, -0.292, -0.262, 0.050, 0.063, 0.061, 0.090, 0.100, 0.099, 0.101, 0.090, 0.082, 0.109, 0.108, 0.095, 0.111, 0.089, 0.109, 0.108, 0.109, 0.098, 0.109, 0.143, 0.117, 0.114, 0.101, 0.118, 0.125, 0.107, 0.104, 0.056, 0.051, -0.063, -0.509, -0.061, -0.061, 0.081, 0.078, 0.079, 0.128, 0.081, 0.077, 0.079, 0.085, -0.061, -0.494, -0.059, -0.065, 0.052, 0.081, 0.081, 0.134, 0.079, 0.078, 0.078, 0.036, -0.059, -0.506, -0.058, -0.060, 0.081, 0.080, 0.080, 0.122, 0.082, 0.070, 0.081, 0.084, -0.056, -0.501, -0.055, -0.060, 0.081, 0.075, 0.083, 0.120, 0.082, 0.082, 0.080, 0.089, -0.062, -0.498, -0.062, -0.066, 0.081, 0.078, 0.079, 0.138, 0.081, 0.077, 0.079, 0.086],
  "lumo_ev": 0.4,
  "homo_ev": -9.05,
  "homo_lumo_gap_ev": 9.4191,
  "max_force_ev_per_a": 1.43
}